Entry 1:
Entry from the Open Molecules 2025 dataset: a single C6H7FN2 molecule (wB97M-V/def2-TZVPD).

Each line ends with the Mulliken charge.
Geometry (Å):
1 C 3.009 0.014 0.039  -0.629
2 C 1.867 -0.024 -0.617  -0.689
3 C 0.515 -0.013 0.034  1.495
4 F 0.639 -0.014 1.421  -0.362
5 N -0.212 -1.213 -0.330  -0.614
6 C -1.455 -1.193 -0.142  -0.069
7 C -2.188 0.008 0.381  -0.643
8 C -1.435 1.199 -0.141  -0.071
9 N -0.192 1.199 -0.329  -0.610
10 H 3.953 0.008 -0.478  0.273
11 H 3.039 0.056 1.114  0.251
12 H 1.810 -0.064 -1.694  0.245
13 H -2.018 -2.075 -0.420  0.419
14 H -3.242 0.017 0.106  0.340
15 H -2.104 0.007 1.473  0.246
16 H -1.985 2.089 -0.417  0.418

Output
frontier orbital gap: 0.373 Eh
energy: -442.15397 a.u.
total charge: 0
SMILES string: C=CC1(F)N=CCC=N1
energy above the lowest of the compared OMol25 structures with the same formula, charge and spin: 25.1 kcal/mol
F_max: 0.6 eV/Å

***

Entry 2:
Entry from the Open Molecules 2025 dataset: a gas-phase ion, C6H7IN3 (charge +1) in a non-equilibrium geometry (wB97M-V/def2-TZVPD).

Each line ends with the Mulliken charge.
Geometry (Å):
1 I -4.205 -0.117 0.024  0.333
2 C -2.213 -0.382 -0.020  -0.263
3 N -1.294 1.153 -0.091  -0.992
4 N -0.011 1.014 -0.111  0.890
5 C 0.850 2.150 -0.171  -0.456
6 C 2.110 1.646 -0.041  -0.370
7 N 2.049 0.261 0.087  -0.093
8 C 0.758 -0.108 0.099  0.514
9 C -0.066 -1.347 0.397  -0.893
10 C -1.358 -1.548 -0.363  -0.374
11 H 0.622 3.081 -0.419  0.516
12 H 2.985 2.076 0.220  0.445
13 H 2.966 -0.185 -0.012  0.277
14 H 0.449 -2.202 0.328  0.457
15 H -0.446 -1.413 1.390  0.348
16 H -1.884 -2.479 0.114  0.344
17 H -1.311 -1.601 -1.429  0.317

Output
frontier orbital gap (spin up / spin down): 0.309 / 0.249 Eh
energy: -694.36238 a.u.
total charge: +1
SMILES string: IC1=Nn2cc[nH+]c2CC1
energy above the lowest of the compared OMol25 structures with the same formula, charge and spin: 92.7 kcal/mol
F_max: 7.3 eV/Å

***

Entry 3:
Entry from the Open Molecules 2025 dataset: a molecular structure, C6H7INO2S in a non-equilibrium geometry (wB97M-V/def2-TZVPD).

Each line ends with the Mulliken charge.
Geometry (Å):
1 C 0.571 0.699 0.855  0.551
2 C 0.936 2.181 0.333  0.527
3 C -0.320 -0.847 2.342  -0.339
4 C 0.797 -0.272 -0.257  -0.318
5 C -1.423 -0.352 -1.464  -1.065
6 C 0.068 -0.408 -1.612  -0.474
7 N 0.156 0.454 1.985  -0.787
8 O 2.094 2.458 0.452  -0.622
9 O -0.112 2.671 -0.104  -0.682
10 S -0.147 -1.982 0.983  -0.289
11 I 2.797 -0.677 -0.511  0.172
12 H 0.259 -1.152 3.181  0.373
13 H -1.475 -0.670 2.444  0.221
14 H -1.803 0.632 -1.427  0.258
15 H -1.616 -0.908 -0.589  0.259
16 H -1.763 -0.925 -2.303  0.400
17 H 0.564 0.415 -2.233  0.358
18 H 0.417 -1.316 -2.077  0.458

Output
frontier orbital gap: 0.259 Eh
energy: -1133.94686 a.u.
total charge: -1
energy above the lowest of the compared OMol25 structures with the same formula, charge and spin: 0.0 kcal/mol
F_max: 3.9 eV/Å

***

Entry 4:
Entry from the Open Molecules 2025 dataset: a molecular structure, C6H7LiMgO6 in a non-equilibrium geometry (wB97M-V/def2-TZVPD).

Each line ends with the Mulliken charge.
Geometry (Å):
1 Mg 3.139 2.030 -1.018  1.318
2 O 1.228 1.482 -0.707  -0.974
3 O 0.969 -1.597 -0.414  -0.411
4 C 2.276 -2.151 -0.434  -0.313
5 C 3.226 -1.199 0.272  -0.449
6 O 2.784 0.148 -0.040  -0.574
7 C 1.455 0.346 -0.249  1.440
8 H 2.286 -3.122 0.078  0.327
9 H 2.563 -2.267 -1.487  0.318
10 H 4.255 -1.292 -0.081  0.414
11 H 3.182 -1.282 1.364  0.275
12 Li -5.139 -0.652 -1.123  0.895
13 O -3.709 -1.944 -0.573  -0.788
14 O -1.629 -1.187 -0.377  -0.274
15 C -0.982 -0.358 0.500  -0.503
16 C 0.496 -0.487 0.562  0.254
17 O -3.341 0.219 -0.880  -0.817
18 C -2.968 -0.952 -0.678  0.942
19 H -1.594 -0.364 1.415  0.400
20 H -0.732 0.804 0.794  0.128
21 H 0.925 -0.427 1.584  0.391

Output
frontier orbital gap: 0.134 Eh
energy: -891.20803 a.u.
total charge: +2
energy above the lowest of the compared OMol25 structures with the same formula, charge and spin: 68.7 kcal/mol
F_max: 3.8 eV/Å

***

Q: energy above the lowest of the compared OMol25 structures with the same formula, charge and spin of number 1 (C6H7FN2)?
A: 25.1 kcal/mol

***

Q: Which of these has the highest energy?
A: C6H7FN2

***

Please write out number 3 again, unchanged.
Entry from the Open Molecules 2025 dataset: a molecular structure, C6H7INO2S in a non-equilibrium geometry (wB97M-V/def2-TZVPD).

Each line ends with the Mulliken charge.
Geometry (Å):
1 C 0.571 0.699 0.855  0.551
2 C 0.936 2.181 0.333  0.527
3 C -0.320 -0.847 2.342  -0.339
4 C 0.797 -0.272 -0.257  -0.318
5 C -1.423 -0.352 -1.464  -1.065
6 C 0.068 -0.408 -1.612  -0.474
7 N 0.156 0.454 1.985  -0.787
8 O 2.094 2.458 0.452  -0.622
9 O -0.112 2.671 -0.104  -0.682
10 S -0.147 -1.982 0.983  -0.289
11 I 2.797 -0.677 -0.511  0.172
12 H 0.259 -1.152 3.181  0.373
13 H -1.475 -0.670 2.444  0.221
14 H -1.803 0.632 -1.427  0.258
15 H -1.616 -0.908 -0.589  0.259
16 H -1.763 -0.925 -2.303  0.400
17 H 0.564 0.415 -2.233  0.358
18 H 0.417 -1.316 -2.077  0.458

Output
frontier orbital gap: 0.259 Eh
energy: -1133.94686 a.u.
total charge: -1
energy above the lowest of the compared OMol25 structures with the same formula, charge and spin: 0.0 kcal/mol
F_max: 3.9 eV/Å